[1]
C25H49BBr2IN2O7S2 as an isolated structure at a distorted geometry. Source: the Open Molecules 2025 dataset; level of theory: ωB97M-V with the def2-TZVPD basis set.

The geometry in XYZ format:
```
89
Properties=species:S:1:pos:R:3:forces:R:3:mulliken_charge:R:1
C -3.002693 -0.463396 1.407985 0.573 0.758 -0.119 -1.253
C -1.966511 0.389544 1.323881 -0.506 -0.952 0.323 -0.927
C -0.597137 -0.007036 1.825148 -0.853 0.973 0.392 -1.062
C 0.653092 0.581413 1.098025 -0.339 0.013 1.267 1.816
C 1.756372 0.498701 2.172352 0.722 -1.387 -0.270 -1.975
C 2.137373 -0.960073 2.614987 -0.176 0.307 0.715 0.110
C 1.945602 -1.112166 4.129030 1.134 -0.065 1.369 -0.250
N 0.692856 -1.629983 4.581356 0.619 0.320 -0.609 -0.550
O 2.837280 -0.821570 4.918232 -1.694 -0.087 -1.478 -0.520
N 0.940572 -0.308156 -0.088246 -0.059 0.182 0.056 1.389
C 2.353326 -0.408928 -0.532104 1.284 -0.604 -0.525 -1.111
O 2.446455 -1.647391 -1.154628 -0.254 0.400 0.003 0.045
C 3.585698 -1.724139 -2.003310 -0.077 -0.935 -0.217 -0.643
C 3.401773 -2.927254 -2.907713 0.534 -0.319 0.205 -0.582
O 3.064462 -2.544540 -4.207901 -0.043 0.021 -0.299 -0.491
C 1.708063 -2.686119 -4.548139 -0.810 0.142 -0.016 0.580
C 1.238209 -1.520232 -5.409791 -0.139 -0.061 0.149 -0.843
O 0.165884 -0.790541 -4.800107 0.234 0.249 0.099 -0.121
C -0.951951 -0.675273 -5.664875 -0.593 -0.215 -0.046 -0.515
C -1.998595 0.239781 -5.094392 -0.198 -0.101 0.433 -1.181
C 0.057848 -0.074985 -1.293569 -0.330 -0.103 -0.456 -0.490
C -0.900559 -1.233325 -1.503468 -0.183 -0.237 -0.623 -1.923
O -0.141781 -2.415845 -1.493368 -0.265 0.040 0.843 0.006
C -0.937953 -3.597355 -1.386056 0.506 -0.286 0.168 -0.931
C -0.340062 -4.541062 -0.358901 -0.375 -0.298 -0.569 0.281
C -1.277372 -5.746640 -0.229341 0.284 0.794 -0.087 -1.404
C -0.581110 1.334893 -1.427643 -0.438 0.720 -1.205 1.053
S 0.184799 2.192034 -2.895742 0.513 0.448 0.337 -0.183
S -2.386376 1.246664 -1.793861 -0.248 -0.337 0.525 -0.282
O -0.453585 2.250523 -0.363607 0.133 -0.586 0.497 0.068
C 0.461194 2.033474 0.679120 0.353 0.256 -0.079 -2.551
I 2.365106 2.972423 0.010468 0.159 0.010 0.086 0.130
B -0.010071 3.051856 1.858083 0.025 0.940 -0.366 1.633
O -0.346070 2.610101 3.103690 -0.096 -0.939 -0.391 -0.794
C -0.127244 4.585817 1.541973 -0.522 -0.365 0.049 -0.352
C 0.901690 5.398033 2.358878 -0.452 -0.020 0.422 -1.159
H -3.768339 -0.406019 0.647418 -0.862 0.519 0.734 0.312
H -3.073828 -1.156697 2.235952 0.319 -0.996 -0.640 0.325
H -2.189420 1.378227 0.957675 0.520 -0.083 -0.938 0.592
H -0.553483 -1.090550 1.846521 0.156 -0.242 -0.231 0.588
H -0.523122 0.298061 2.861516 0.210 0.179 0.152 0.609
H 1.441187 1.014032 3.068622 -0.197 0.524 -0.146 1.154
H 2.682915 0.926880 1.817617 -0.017 0.424 0.062 0.524
H 1.549597 -1.728623 2.118785 0.103 -0.164 -0.230 -0.095
H 3.195569 -1.103972 2.444463 0.147 -0.255 -0.231 0.629
H 0.074984 -0.896817 4.903876 0.032 -0.122 0.499 0.287
H 0.240220 -2.157055 3.848885 -0.250 0.106 -0.045 0.325
H 0.705695 -1.265336 0.204583 0.126 -0.130 -0.148 0.586
H 3.080289 -0.379094 0.275939 -0.388 0.256 0.473 0.562
H 2.619002 0.373026 -1.234034 -0.407 0.425 -0.025 0.527
H 4.487418 -1.881237 -1.414456 0.136 0.362 0.250 0.413
H 3.667868 -0.858959 -2.659801 0.084 0.311 0.183 0.462
H 2.679727 -3.614989 -2.471550 -0.252 0.002 0.076 0.184
H 4.339372 -3.475346 -2.942507 0.211 -0.034 -0.223 0.468
H 1.064318 -2.719393 -3.667611 0.072 0.100 0.227 -0.469
H 1.524077 -3.612738 -5.090350 0.308 -0.277 -0.074 0.314
H 0.872199 -1.910693 -6.352233 0.112 0.055 -0.333 0.493
H 2.081018 -0.853247 -5.578946 0.058 0.098 -0.134 0.286
H -0.680846 -0.321899 -6.658988 0.360 -0.019 -0.091 0.517
H -1.403401 -1.665327 -5.759789 0.002 -0.171 -0.292 0.423
H -2.844210 0.315315 -5.767784 -0.062 0.046 -0.294 0.455
H -2.397292 -0.159383 -4.163496 0.055 0.000 0.042 0.145
H -1.630223 1.241212 -4.886330 -0.078 0.065 -0.242 0.393
H 0.710919 -0.168261 -2.149716 0.396 0.008 0.007 0.333
H -1.307053 -1.115808 -2.506944 -0.193 0.259 -0.044 0.282
H -1.728821 -1.250098 -0.797486 0.008 -0.071 0.257 0.654
H -1.975089 -3.375409 -1.138857 -0.126 0.233 -0.002 0.419
H -0.907687 -4.113710 -2.343785 -0.223 0.071 -0.275 0.340
H 0.610922 -4.871212 -0.768598 0.345 0.048 0.297 0.204
H -0.195138 -4.030668 0.590003 0.125 0.040 0.169 0.001
H -0.827252 -6.552229 0.331601 -0.026 -0.213 0.137 0.411
H -1.515660 -6.077173 -1.234645 -0.113 -0.375 -0.089 0.331
H -2.196604 -5.411464 0.239563 -0.231 -0.233 0.175 0.343
H -0.117726 1.304168 -3.860437 0.081 -0.188 0.420 -0.108
H -2.478681 2.342847 -2.554060 0.299 0.053 0.037 0.243
H -1.235892 2.912226 3.343730 0.049 0.481 0.506 -0.164
H -1.116869 4.870981 1.908223 -0.194 0.129 -0.099 0.420
H -0.129874 4.810963 0.481217 0.236 0.074 -0.147 0.353
H 1.242167 6.286795 1.844665 0.205 0.009 -0.256 0.327
H 0.413971 5.749664 3.263411 -0.019 0.082 0.187 0.242
H 1.742999 4.809127 2.707193 0.337 -0.030 -0.210 0.315
Br -4.129125 6.582139 6.520343 -0.032 -0.077 -0.022 -0.125
C -3.213214 4.908007 6.881053 -0.058 0.293 0.037 -0.668
C -2.342458 4.496937 5.725432 0.059 -0.202 0.046 -0.526
Br -3.406431 3.774519 4.253288 0.140 0.013 -0.090 -0.147
H -3.976656 4.173217 7.113935 0.030 -0.053 -0.012 0.387
H -2.604717 5.091548 7.763259 0.056 -0.039 -0.023 0.392
H -1.670183 3.693068 6.018078 -0.028 -0.015 0.024 0.353
H -1.765725 5.321193 5.319108 -0.042 0.046 0.005 0.362
```
Forces are in eV/Å.

Results
Energy (eV): -214555.8956
Spin multiplicity: 1
Net charge: +1
Kohn-Sham gap (eV): 9.165
Highest occupied orbital energy (eV): -11.73

[2]
C25H49Li3O13P as an isolated structure at a distorted geometry. Source: the Open Molecules 2025 dataset; level of theory: ωB97M-V with the def2-TZVPD basis set.

The geometry in XYZ format:
```
91
Properties=species:S:1:pos:R:3:forces:R:3:mulliken_charge:R:1
Li -6.508128 3.775977 -18.801773 0.849 0.150 0.558 0.820
Li -3.890151 4.995203 -17.532077 -0.529 -0.594 -0.163 0.784
Li -3.726292 2.564266 -19.284793 -0.265 0.627 1.040 0.804
P -4.971932 2.816598 -17.110075 0.069 -0.416 2.709 0.744
O -5.661235 4.181546 -17.004254 -1.448 2.228 -1.157 -0.871
O -5.435489 2.218769 -18.468946 -0.657 -0.713 -1.219 -1.036
O -5.100534 2.093592 -15.818398 -1.205 -1.766 0.478 -0.883
O -3.500370 3.133238 -17.263026 3.238 0.718 -1.698 -0.852
O -4.226612 6.204912 -21.161319 -0.346 0.762 -0.943 -0.211
C -4.666543 5.276044 -20.329009 1.545 -2.657 2.768 0.361
O -5.862757 5.090004 -20.158818 -3.257 0.715 -1.036 -0.768
O -3.836387 4.610262 -19.694699 2.302 -0.250 0.043 -0.229
H -5.117435 6.405952 -21.457329 -0.386 1.524 -1.309 -0.188
C -9.926529 8.660644 -18.060132 -0.860 0.857 0.214 -0.519
C -8.544678 8.608205 -18.562063 2.372 -0.329 -0.095 -0.269
C -8.148462 7.091421 -18.578930 -1.466 1.261 -0.577 0.583
O -9.293677 6.470263 -17.958041 0.694 -1.233 -0.912 -0.432
C -10.002562 7.418945 -17.229018 -0.318 -0.050 0.401 -0.546
H -10.643854 8.610881 -18.879312 -0.130 -0.056 0.004 0.265
H -10.085318 9.590034 -17.513194 -0.303 -0.035 0.120 0.326
H -7.861575 9.038317 -17.829636 -0.032 0.568 -0.021 0.031
H -8.407134 9.119283 -19.514947 0.156 -0.118 -0.011 0.398
H -7.209214 6.899220 -18.060299 -0.141 -0.310 0.057 -0.370
H -8.091573 6.810503 -19.630567 0.154 -0.718 0.229 -0.135
H -9.508469 7.508647 -16.261584 -0.186 0.409 0.411 0.275
H -11.040378 7.109839 -17.104538 0.106 -0.362 0.178 0.328
C 0.081400 5.914018 -16.552054 1.197 1.129 -0.476 -0.711
C -0.082215 6.555041 -17.935979 0.698 -0.964 -0.723 -0.228
C -1.560040 6.754626 -18.127431 0.459 0.815 -0.505 0.589
O -2.149962 5.826963 -17.283757 -0.337 -0.669 0.284 0.670
C -1.318329 5.563941 -16.168260 -0.218 -0.383 0.731 -0.994
H 0.528261 6.666525 -15.902320 -0.049 -0.177 0.370 0.243
H 0.761840 5.063387 -16.590981 -0.098 -0.014 0.014 0.358
H 0.171311 5.766681 -18.644716 0.435 0.189 -0.291 -0.222
H 0.530485 7.433929 -18.136650 -0.021 -0.045 0.095 0.567
H -1.825407 6.558370 -19.166258 -0.373 -0.206 0.101 -1.068
H -1.847196 7.786917 -17.927381 -0.274 0.225 0.429 0.300
H -1.388563 4.511272 -15.894283 -0.565 0.073 -0.065 0.352
H -1.612378 6.195811 -15.330184 -0.355 -0.068 0.193 0.410
C -5.698948 6.074073 -24.836796 -0.246 0.392 -1.010 -0.553
C -7.208394 6.317469 -24.852634 0.431 -1.232 -1.953 -0.581
C -7.433538 6.944421 -23.565126 -0.013 0.576 2.403 -0.280
O -6.182162 7.504173 -23.158893 0.725 1.196 0.873 -0.393
C -5.229313 7.347102 -24.177931 0.537 -0.737 -0.118 -0.121
H -5.316460 6.002380 -25.854962 0.160 -0.484 0.076 0.409
H -5.483357 5.202453 -24.218807 0.344 0.038 -0.115 0.242
H -7.735345 5.368957 -24.956256 -0.253 0.181 -0.190 0.305
H -7.417026 6.977268 -25.694792 -0.317 -0.026 -0.035 0.305
H -7.609836 6.211070 -22.778219 -0.632 -0.122 -0.050 0.173
H -8.184828 7.733147 -23.525414 -0.151 -0.080 -0.102 0.231
H -4.205880 7.209429 -23.829043 -0.132 0.113 0.782 -0.064
H -5.174006 8.218546 -24.830336 -0.386 0.099 -0.389 0.395
C 0.200428 0.951854 -19.634115 -0.241 0.510 -0.407 -0.714
C 0.419565 2.401506 -19.246499 1.305 0.766 0.386 -0.529
C -0.953539 2.856863 -18.730156 1.721 -0.537 1.037 0.564
O -1.826767 2.091439 -19.502911 -1.965 -0.028 -0.812 -0.051
C -1.186083 1.103103 -20.259896 0.515 -1.230 0.185 -0.656
H 0.227496 0.383835 -18.704212 -0.582 -0.227 -0.023 0.315
H 0.925846 0.463220 -20.284568 0.071 0.416 -0.227 0.378
H 0.752695 3.064973 -20.044577 -0.130 -0.252 -0.528 0.242
H 1.240523 2.437381 -18.530374 -0.207 0.315 0.449 0.419
H -1.134783 3.929860 -18.792843 -0.254 -0.130 -0.330 -1.030
H -1.088734 2.560293 -17.690026 -0.158 0.179 0.134 0.436
H -1.159587 1.407214 -21.306281 0.315 0.043 -0.182 0.311
H -1.712255 0.150174 -20.203676 -0.468 0.130 0.083 0.322
C -0.112722 6.674855 -22.991305 0.562 1.349 0.511 -0.906
C -0.804279 6.148580 -21.770575 -0.923 -0.931 0.099 0.540
C -1.187590 4.735989 -22.228415 0.063 1.032 0.651 0.730
O -0.066229 4.366663 -23.017824 0.603 -1.341 -1.052 -0.500
C 0.621276 5.475696 -23.602061 -1.091 1.382 1.282 -0.513
H 0.561233 7.451500 -22.629801 0.250 0.216 -0.500 0.396
H -0.820200 7.144081 -23.674973 -0.028 -0.144 -0.140 0.292
H -1.670549 6.722177 -21.440944 0.094 0.039 -0.040 -0.063
H -0.093541 6.039700 -20.951375 0.011 0.104 0.121 -0.129
H -2.134148 4.692897 -22.767189 0.007 0.216 -0.431 0.055
H -1.341076 4.097745 -21.358257 0.454 -0.414 -0.156 -0.545
H 0.564918 5.662096 -24.674524 -0.138 -1.149 -0.335 0.320
H 1.669630 5.490728 -23.304028 0.043 -0.408 0.046 0.318
C -4.456498 9.338556 -17.459503 0.243 1.653 0.190 -0.901
C -4.246838 8.826424 -16.007774 -0.352 1.117 -0.868 -0.492
C -4.923499 7.512354 -16.135020 0.598 -1.485 -0.280 -0.573
O -4.506742 7.069841 -17.435615 -0.006 -1.620 0.149 0.381
C -4.538533 8.117383 -18.360795 -0.948 0.492 0.534 -0.167
H -3.672256 10.028804 -17.770340 0.073 0.075 0.045 0.370
H -5.389288 9.901492 -17.493014 -0.081 0.044 -0.105 0.359
H -4.746982 9.446017 -15.263430 0.174 0.233 -0.050 0.413
H -3.173868 8.802505 -15.817294 -0.085 -0.482 0.303 0.185
H -6.011609 7.523774 -16.071958 -0.205 0.430 -0.108 0.237
H -4.615947 6.763866 -15.404764 0.155 -0.159 -0.200 0.286
H -5.499778 8.116778 -18.874709 -0.222 -0.038 -0.223 0.025
H -3.791185 8.029611 -19.149379 0.304 -0.195 0.394 0.134
```
Forces are in eV/Å.

Results
Energy (eV): -63249.8673
Spin multiplicity: 1
Net charge: -1
Kohn-Sham gap (eV): 5.219
Highest occupied orbital energy (eV): -2.98

> What is the highest occupied orbital energy in the second record?

-2.98 eV

> Among the records above, which one has the highest highest occupied orbital energy?

C25H49Li3O13P